No. 1
DFT (ωB97M-V/def2-TZVPD) results for a 2-piece molecular cluster, C4H12S overall in a non-equilibrium geometry.

Geometry as XYZ:
```
17
Properties=species:S:1:pos:R:3:forces:R:3
S -0.462805 1.136960 1.193748 -1.03 0.29 -1.22
C -1.463026 0.935928 -0.394294 2.48 0.28 -2.22
C 1.198109 -1.390403 -2.690388 -0.16 3.76 3.34
C -0.584694 -0.409339 2.105184 -0.95 -1.88 0.72
C 1.673845 -1.091342 -1.091459 0.30 -1.27 -3.10
H 0.425117 -0.635734 2.499765 -0.47 0.34 -0.11
H -0.800756 -1.318667 1.417372 0.00 1.64 1.13
H -1.111074 -0.010076 -0.898474 -1.61 -0.16 1.22
H 0.152659 -0.860281 -2.626505 1.47 -1.94 -0.74
H -1.312652 -0.374550 3.030250 1.23 -0.11 -2.05
H -0.793277 1.421617 -1.220057 -1.11 0.61 1.72
H 1.781568 -0.616690 -3.259460 -0.28 -1.34 0.02
H 2.727193 -1.180064 -0.880855 0.45 -0.75 -0.24
H 1.096806 -1.650098 -0.419596 -0.64 -1.39 0.89
H 1.316170 -2.441840 -2.979190 -0.40 0.64 -0.05
H -2.519861 1.328734 -0.572136 1.46 -1.01 0.83
H 1.497590 -0.122770 -0.765339 -0.74 2.28 -0.13
```
Positions in Å, forces in eV/Å.

The HOMO energy comes out at -8.67 eV. For the LUMO energy, the calculation gives 0.95 eV. As for the structure (SMILES): CSC.CC. The value obtained for the orbital gap is 9.62 eV. As for the strongest force on any atom: 5.0 eV/A. The total energy is -15175.639 eV.

Here are the natural (NBO) charges for atoms 1 to 2, given in e:
1. S 0.182
2. C -0.791

---

No. 2
DFT (ωB97M-V/def2-TZVPD) results for C26H53N5O5P2Si2 as an isolated structure in a non-equilibrium geometry.

Geometry as XYZ:
```
93
Properties=species:S:1:pos:R:3:forces:R:3
P 2.101476 -0.134674 3.255878 -0.39 1.06 1.43
P 5.201319 0.328724 2.143107 1.41 2.01 -0.29
Si -4.753937 2.659709 -2.624434 -1.48 -0.37 0.68
Si -6.891687 3.900212 -0.967720 0.27 -1.43 -0.70
O 0.817713 0.797912 -5.208796 -0.03 0.63 -0.52
O -0.458366 2.337165 -4.159462 0.75 -0.49 -0.88
O 4.972214 1.390249 1.168424 -0.53 -0.21 -0.45
O 2.638634 -5.520162 3.988134 -0.22 1.28 -0.04
O 1.983298 -3.354552 3.620371 0.49 -0.28 -0.04
N 1.933098 -2.921792 1.253630 -0.16 0.67 1.16
N 2.404323 0.695510 4.555125 0.73 -0.67 -0.60
N -6.222363 2.606713 -1.812144 0.48 0.69 0.03
N 4.309441 -1.195794 1.769821 -0.08 0.11 1.06
N 0.557154 -2.909788 1.595277 0.24 -0.45 -0.50
C -1.704676 -3.707080 1.336086 0.56 0.81 -0.08
C 3.226350 -3.488284 6.538273 -0.22 0.17 0.26
C 2.738689 -4.359213 4.264374 0.34 -1.05 0.35
C -4.446577 0.958500 -3.405467 0.50 0.17 -0.23
C 3.707477 -3.832620 5.302443 -1.56 -0.57 -1.18
C -8.543149 3.338133 -0.232297 -0.05 0.47 0.20
C -3.275856 3.009611 -1.488125 0.54 -0.04 -0.39
C 2.097860 -2.270302 -1.172590 0.20 0.79 -0.26
C 2.708318 -2.875142 2.516465 0.43 -0.58 -0.22
C 3.702935 -1.259527 0.400506 -0.30 -0.88 -1.22
C 3.325087 -1.503367 2.884198 -0.65 -0.28 -0.51
C -4.716819 3.922591 -4.036852 0.59 -0.10 -0.22
C 4.123853 -2.974807 7.447307 -1.04 0.07 0.64
C 1.797139 -1.143506 -3.490437 0.19 -0.49 0.60
C 5.434483 -2.830526 7.105020 1.50 0.65 0.85
C 5.030983 -3.716702 4.961238 0.36 -0.12 -0.69
C 2.057988 1.146415 -4.605132 0.76 0.28 0.06
C -5.821429 4.486371 0.483904 -0.30 0.44 0.20
C 1.559270 -1.057752 -1.960536 0.15 -0.29 -0.32
C -0.591031 2.342146 -6.540443 0.58 -1.02 -0.10
C -7.262820 5.402934 -2.059605 -0.19 0.36 0.39
C 5.918574 -3.202530 5.875326 0.28 -0.07 -0.58
C 2.770124 -0.077471 -4.022644 -0.47 -0.02 -0.01
C 2.273979 -1.843190 0.307856 0.00 0.00 -0.32
C -0.076247 1.852583 -5.199461 -1.16 0.89 1.08
C -0.288223 -3.702777 0.714948 -1.47 0.06 0.46
H -9.019885 4.153811 0.325256 -0.08 -0.07 0.03
H -2.151994 -2.725169 1.146769 -0.20 -0.17 0.00
H -5.608921 3.828274 -4.658563 -0.05 0.00 0.07
H -3.252358 4.053330 -1.167960 -0.06 0.00 0.07
H -3.839204 3.762532 -4.678511 -0.02 0.07 -0.03
H -9.227449 3.025215 -1.023572 0.04 -0.05 -0.02
H -1.673536 2.222993 -6.557345 0.03 0.12 0.00
H 3.559633 -3.570014 2.381034 0.07 0.28 -0.26
H -7.898746 6.121870 -1.527463 0.01 0.05 -0.07
H 3.062156 -2.530859 -1.628109 -0.01 -0.17 0.27
H 4.354850 -1.902411 -0.195400 0.15 0.03 0.27
H -6.389580 5.161632 1.136657 0.07 0.00 0.04
H 0.197258 -1.969036 1.733154 -0.05 0.01 -0.29
H 4.993671 -1.956315 1.830205 -0.02 0.03 -0.07
H 2.092295 -0.169811 -1.597390 -0.29 0.06 0.05
H 0.837766 -0.752828 3.386455 0.23 -0.18 -0.73
H 3.755135 -2.672284 8.418561 0.18 0.00 0.07
H -2.329893 2.808299 -2.008761 0.03 0.03 0.05
H 2.233857 -2.121998 -3.719846 -0.15 0.00 0.05
H -5.242655 0.711522 -4.110841 -0.05 0.00 0.06
H -0.416294 -3.264039 -0.281903 0.38 -0.31 -0.10
H -5.492451 3.636468 1.085107 0.02 -0.04 -0.06
H -0.329860 3.386818 -6.701324 -0.08 0.02 0.27
H 3.451649 -0.506617 -4.759660 -0.20 -0.04 -0.08
H -2.340622 -4.469847 0.893819 0.02 -0.01 0.10
H 4.872983 0.744897 3.450439 -0.23 -0.83 -0.03
H 0.496549 -0.937121 -1.735140 0.08 0.17 0.02
H 1.572889 -1.000206 0.434478 0.03 -0.15 0.34
H 1.924580 1.924149 -3.848263 -0.33 -0.24 0.07
H -6.349478 5.929113 -2.345866 0.02 -0.03 -0.06
H -1.625671 -3.797326 2.421011 -0.12 -0.38 -0.08
H -3.314728 2.372107 -0.601729 -0.11 0.02 0.02
H 3.251141 0.351141 4.999340 -0.18 0.29 0.42
H 3.402019 0.282829 -3.201780 0.04 -0.07 -0.10
H 2.702045 1.589693 -5.377234 -0.09 -0.05 0.04
H 1.468623 -3.152408 -1.266053 -0.07 0.11 0.13
H -7.788299 5.098060 -2.966393 0.05 -0.06 -0.01
H 0.058007 -4.734445 0.676665 0.43 0.20 -0.13
H 6.563391 -0.060243 2.159577 -0.41 -0.61 0.20
H 2.058787 0.686580 2.097236 -0.13 -0.56 -0.17
H -4.941147 5.034044 0.140197 0.05 -0.05 -0.01
H 5.357773 -4.035054 3.975255 0.07 -0.08 0.08
H 0.823146 -1.118871 -3.976316 0.24 0.18 -0.27
H -8.393509 2.500780 0.452686 0.02 -0.04 -0.05
H -0.130927 1.747078 -7.332517 -0.21 0.09 -0.04
H -4.658922 4.945886 -3.660738 -0.07 0.02 0.01
H 6.125983 -2.405786 7.823932 -0.05 -0.04 0.03
H -4.407541 0.184999 -2.635053 -0.07 0.00 0.02
H 6.956381 -3.106469 5.584690 0.07 0.07 0.30
H -3.492606 0.948221 -3.951031 -0.01 -0.10 -0.01
H 2.181366 -3.613271 6.787172 -0.02 0.04 -0.02
H 3.698757 -0.300325 -0.117505 0.15 0.21 0.54
H 3.924988 -1.633507 3.791006 -0.17 0.03 0.01
```
Positions in Å, forces in eV/Å.

The HOMO energy comes out at -4.55 eV. For the LUMO energy, the calculation gives -2.22 eV. The value obtained for the orbital gap is 2.34 eV. As for the strongest force on any atom: 2.5 eV/A. The total energy is -79837.140 eV.

Here are the Löwdin charges for atoms 1 to 2, given in e:
1. P 0.776
2. P 0.774

---

No. 3
DFT (ωB97M-V/def2-TZVPD) results for C2H6O2P as an isolated structure in a non-equilibrium geometry.

Geometry as XYZ:
```
11
Properties=species:S:1:pos:R:3:forces:R:3
P 0.579820 0.145231 -0.058344 -3.02 -1.66 1.00
O 0.628531 -0.861931 -1.324378 0.32 0.33 -0.82
O 1.905266 -0.011722 0.514030 2.78 0.61 1.93
C -0.690492 -1.024118 0.932574 2.28 2.18 2.59
C 0.122481 1.649274 -0.757377 -0.93 -1.01 0.64
H 0.040329 2.405831 0.005130 0.10 0.63 0.33
H -1.399436 -1.038195 0.243244 -3.46 -0.54 -3.38
H -0.639850 -2.034976 1.395287 0.95 0.74 -0.44
H 1.476369 -0.373421 -1.423905 0.65 -1.30 -2.10
H -0.884870 1.460445 -1.169758 0.18 0.29 -0.25
H -1.138145 -0.316417 1.643502 0.15 -0.29 0.49
```
Positions in Å, forces in eV/Å.

The HOMO energy comes out at -3.23 eV. For the LUMO energy, the calculation gives 4.39 eV. The value obtained for the orbital gap is 7.61 eV. As for the strongest force on any atom: 4.9 eV/A. The total energy is -15555.195 eV. As for the charge: -1.

Here are the natural (NBO) charges for atoms 1 to 2, given in e:
1. P 2.043
2. O -1.005

---

No. 4
DFT (ωB97M-V/def2-TZVPD) results for an isolated ion of composition C4H9O2S and charge -1 in a non-equilibrium geometry.

Geometry as XYZ:
```
16
Properties=species:S:1:pos:R:3:forces:R:3
S -0.978907 -0.091177 -1.093076 1.33 0.47 -0.64
O -0.376512 -2.153292 1.341809 -0.86 -0.10 0.16
O -2.047019 -0.954638 -0.477920 -0.67 -0.46 0.46
C 0.251207 -0.074244 0.466119 -2.10 3.79 -0.50
C 0.657986 -1.406835 0.849686 3.76 -0.67 1.70
C -1.644075 1.356181 -1.638229 -0.65 0.47 1.38
C 1.399731 0.859857 0.078633 -1.10 -2.33 -0.32
H -0.340883 0.384021 1.299707 0.17 -0.42 -0.49
H -0.972266 2.049691 -2.125003 0.35 -0.28 -0.44
H 1.951830 1.119449 0.984597 0.63 -0.01 -0.67
H 1.208808 -1.977513 0.101175 0.11 0.16 -0.73
H 1.038720 1.663716 -0.513777 -0.45 1.28 0.09
H 1.437230 -1.235759 1.652424 -0.33 -0.39 -0.28
H 1.772303 0.195031 -0.711562 1.72 0.38 0.36
H -2.370562 1.914120 -0.990553 0.58 -0.70 -0.21
H -0.987590 -1.648610 0.775969 -2.48 -1.18 0.14
```
Positions in Å, forces in eV/Å.

The HOMO energy comes out at -2.72 eV. For the LUMO energy, the calculation gives 4.01 eV. The value obtained for the orbital gap is 6.73 eV. As for the strongest force on any atom: 4.4 eV/A. The total energy is -19222.028 eV. As for the charge: -1.

Here are the natural (NBO) charges for atoms 1 to 2, given in e:
1. S 1.142
2. O -0.750

---

strongest force on any atom of number 3 (C2H6O2P)?
4.9 eV/A